29
Properties=species:S:1:pos:R:3 method="wB97M-V/def2-TZVPD" e_lumo_ev=0.8 gap_ev=9.5684 fmax_ev_per_a=4.006 molar_mass_g_mol=200.8
C 0.43662 -2.30543 -0.43520
C 0.44624 -2.55472 0.88875
C 0.45307 -1.56391 1.89435
C -0.29124 -0.45473 1.99334
C -1.13038 -0.14966 0.83013
C -0.48404 0.20725 -0.27827
C -1.34929 0.31439 -1.50700
C -1.28278 -0.96007 -2.33942
Si 1.24976 1.07975 -0.19791
C 2.79183 0.02585 0.16675
C 1.07190 2.83011 0.71105
Cl 1.34240 1.52012 -2.24175
H 0.89168 -1.35964 -0.68104
H 0.15943 -3.09253 -1.03038
H -0.03489 -3.45188 1.17357
H 0.77846 -1.83256 2.85840
H -0.47954 0.02604 2.88782
H -2.14048 -0.01401 0.78633
H -2.37424 0.26119 -1.17836
H -1.07693 1.20371 -2.12854
H -1.12560 -1.73923 -1.62620
H -0.40121 -0.97979 -2.98376
H -2.08574 -1.19425 -3.00024
H 2.85299 -0.70202 -0.60713
H 3.65583 0.55309 -0.00551
H 2.89669 -0.24255 1.15455
H 1.96124 3.51338 0.41579
H 0.18435 3.44018 0.62069
H 1.31486 2.61298 1.74177

=====

35
Properties=species:S:1:pos:R:3 method="wB97M-V/def2-TZVPD" e_lumo_ev=0.6 gap_ev=10.0496 fmax_ev_per_a=4.656 smiles="[H]/N=C(/C)CN(C(=O)O)[C@@H](F)CC.O=C1OCCO1" molar_mass_g_mol=264.3
H -2.53503 -2.10335 2.08796
N -3.02869 -1.37117 2.64381
C -2.87153 -0.19635 2.07969
C -3.50935 1.16586 2.60464
C -1.98860 -0.16174 0.71704
N -0.56030 -0.29429 1.11571
C -0.00091 -1.61153 0.82164
O -0.22912 -2.28030 -0.21944
O 0.92367 -2.19261 1.74456
C 0.28605 0.81782 0.61666
F -0.24712 2.04294 1.19274
C 1.81714 0.73463 1.09555
C 1.83546 0.76326 2.70262
H -4.23207 1.60290 1.81936
H -2.71999 1.98588 2.79346
H -4.03189 0.93500 3.58877
H -2.19996 0.83495 0.17615
H -2.38994 -1.00341 0.06568
H 0.73086 -1.87614 2.65568
H 0.25777 0.92034 -0.53056
H 2.34464 -0.18563 0.66436
H 2.31880 1.69866 0.73369
H 2.71258 0.08689 3.02888
H 1.95736 1.82568 3.12791
H 0.89691 0.33602 3.19077
O 1.35319 1.61358 -2.12378
C 1.39491 0.78180 -2.98620
O 2.17042 -0.33351 -2.93809
C 1.77272 -1.16715 -4.01865
C 1.16325 -0.19702 -4.98508
O 0.67295 0.83304 -4.13720
H 2.63050 -1.69305 -4.43990
H 1.05105 -1.90210 -3.65089
H 1.90048 0.23037 -5.67097
H 0.35380 -0.64025 -5.56658

=====

28
Properties=species:S:1:pos:R:3 method="wB97M-V/def2-TZVPD" e_lumo_ev=0.7 gap_ev=10.1604 fmax_ev_per_a=4.472 smiles=CC(C)(C)C.c1ccncc1 molar_mass_g_mol=151.3
C -0.57278 3.87926 0.78897
C -0.06032 2.61825 1.49797
C -0.52219 2.48912 2.88373
C 1.53849 2.70935 1.36419
C -0.54587 1.51092 0.69347
H -1.73387 4.44365 1.04822
H 0.09797 4.75606 1.09330
H -0.35796 3.86324 -0.30946
H 0.08574 1.69841 3.37795
H -0.53888 3.60431 3.37700
H -1.65146 1.91774 2.79370
H 1.99249 1.92549 2.10131
H 2.09701 3.70361 1.49057
H 1.72219 2.55723 0.17255
H -0.42960 1.54801 -0.33966
H -0.15126 0.48206 1.03974
H -1.62472 1.54749 0.72764
C 0.67213 -2.36021 -2.54967
C 0.19786 -3.63246 -2.40805
C -0.52101 -3.89385 -1.16172
N -0.53817 -2.98904 -0.19374
C -0.07952 -1.73106 -0.44677
C 0.39010 -1.32966 -1.68324
H 1.18684 -2.24442 -3.53209
H 0.36167 -4.29103 -3.30545
H -1.00941 -4.79409 -0.82478
H 0.00996 -1.13773 0.51643
H 0.72909 -0.21472 -1.94418

=====

32
Properties=species:S:1:pos:R:3 method="wB97M-V/def2-TZVPD" e_lumo_ev=-4.9 gap_ev=8.1777 fmax_ev_per_a=4.120 smiles="CC(C)(C)OC(=O)N1CCC(=[N+]=CO)C1" molar_mass_g_mol=213.3 total_charge=+1
C -3.58417 -0.10137 0.33551
C -2.41477 0.83033 0.10610
C -2.42267 2.01150 0.99404
C -2.24775 1.20184 -1.40004
O -1.07212 0.18724 0.29861
C -0.75354 -1.13269 0.08278
O -1.40267 -1.90488 -0.57346
N 0.43033 -1.40529 0.65237
C 1.11347 -2.55949 0.13892
C 2.35562 -1.97605 -0.52048
C 2.48071 -0.66341 0.17528
N 3.45006 0.18935 -0.06311
C 3.99932 1.25102 -0.50447
O 5.15259 1.85998 -0.15861
C 1.35137 -0.47118 1.12624
H -3.28715 -1.17411 0.31778
H -4.09280 0.22727 1.30500
H -4.30973 0.04971 -0.51383
H -3.20349 2.67589 0.89524
H -1.53055 2.72882 0.74705
H -2.39451 1.80468 2.01794
H -3.15053 1.60218 -1.69258
H -1.41682 1.90655 -1.37158
H -2.15245 0.26067 -1.89818
H 0.46956 -3.24928 -0.35616
H 1.53304 -3.09888 0.87530
H 3.14056 -2.75905 -0.33723
H 2.39715 -1.86359 -1.59273
H 3.60514 1.57623 -1.47277
H 5.55954 2.12600 -0.98359
H 1.52867 -0.71743 2.28626
H 0.86861 0.58742 1.08442

=====

32
Properties=species:S:1:pos:R:3 method="wB97M-V/def2-TZVPD" e_lumo_ev=0.7 gap_ev=8.6551 fmax_ev_per_a=3.357 molar_mass_g_mol=215.2
C -2.72424 -2.31449 0.46183
C -1.98805 -1.75077 1.38089
C -0.57578 -1.22554 1.16149
C 1.38969 -3.58197 3.71846
C -2.88553 1.84420 -0.90596
C 2.10887 -1.55644 -0.23926
C 1.75827 0.65233 -1.28961
C 1.98595 0.42196 1.19538
C -1.62060 1.56676 -0.13452
C -0.54825 -0.60092 -0.01560
N 1.65519 -0.20052 -0.08012
O 2.22610 -2.93404 4.16683
O 0.27143 -1.65132 1.96060
O 0.57279 -4.33602 3.48991
O -1.03872 0.32469 -0.76015
H -3.81578 -2.61262 0.64681
H -2.25680 -2.59910 -0.43889
H -2.19059 -1.60779 2.45076
H -2.72594 2.26060 -1.90535
H -3.31926 0.84165 -0.96681
H -3.46531 2.65405 -0.39135
H 2.03012 -1.96557 0.80384
H 1.38091 -2.13299 -0.79604
H 3.03182 -1.67480 -0.71211
H 0.90747 0.27681 -1.90440
H 2.01542 1.73875 -1.00450
H 2.64725 0.24873 -1.86394
H 3.04390 0.38932 1.48727
H 1.84709 1.50740 1.10390
H 1.30961 0.02946 1.98086
H -1.56032 1.35273 1.02976
H -0.90961 2.33702 -0.21696

=====

32
Properties=species:S:1:pos:R:3 method="wB97M-V/def2-TZVPD" e_lumo_ev=3.2 gap_ev=5.7470 fmax_ev_per_a=2.696 molar_mass_g_mol=434.1 total_charge=-1
Bi 2.24850 -0.55767 -0.68241
Cl 0.71538 -2.49574 -0.37069
Cl 2.38195 0.94324 1.31936
C 3.79628 -1.74039 0.10378
H 4.51621 -1.27910 0.78890
H 3.78104 -2.82929 -0.03559
C -0.86917 1.00454 -0.97407
C 0.17645 1.17724 -1.74699
H -0.82842 1.22549 0.09848
C 0.29334 0.59576 -3.15302
H 0.98615 1.86966 -1.43801
C -1.07664 0.16255 -3.70088
H 0.73562 1.35013 -3.82130
H 0.99576 -0.26180 -3.20779
C -1.96819 -0.48170 -2.64515
H -1.58709 1.05068 -4.09178
H -0.94379 -0.52328 -4.54594
C -2.17923 0.48935 -1.46092
H -2.93739 -0.74387 -3.08451
H -1.50885 -1.40716 -2.27265
H -2.79559 1.32286 -1.83621
H -2.75150 0.02955 -0.64638
C 0.85582 -0.72601 3.83227
C -0.32929 -0.07489 3.14856
C -0.98571 1.02206 3.95709
O -0.73162 -0.39282 2.03491
H 0.55628 -1.12233 4.81463
H 1.64408 0.02529 3.97726
H 1.23342 -1.53090 3.19773
H -0.39336 1.94078 3.85977
H -1.98686 1.20343 3.56371
H -1.04355 0.75432 5.01787